The following is a quantum chemistry calculation of a molecular structure, C8H18I2NO2P2Ru at a distorted geometry, from the OMol25 dataset.

Charge: +2
LUMO energy (alpha / beta): -0.2839 / -0.4106 Ha
Expectation value of S²: 8.782
Orbital gap (alpha / beta): 7.3 / 5.4 eV
Energy relative to the best compared isomer or geometry (same formula, charge and spin): 0.0 kcal/mol
Calculated total energy: -51516.299 eV
2S+1: 6

Geometry as XYZ:
```
34
C8H18I2NO2P2Ru ωB97M-V/def2-TZVPD
I -1.40 2.57 0.77
I -1.10 -1.31 -2.37
Ru 0.10 -0.40 -0.26
P 1.22 1.17 -1.50
C 2.55 0.42 -2.48
C 0.23 2.13 -2.69
H 0.87 2.85 -3.22
H 2.57 3.17 -1.18
H -0.56 2.66 -2.13
H 1.31 2.96 0.09
H 2.12 -0.28 -3.21
H -0.24 1.44 -3.40
C 2.07 2.46 -0.52
H 3.12 1.20 -3.00
H 2.80 1.98 0.15
H 3.21 -0.13 -1.80
P -1.57 -1.17 1.11
C -1.47 -2.98 1.32
C -1.55 -0.52 2.82
H -3.39 0.26 0.50
H -3.98 -1.24 1.30
H -3.44 -1.28 -0.42
C -3.28 -0.83 0.56
H -1.60 0.57 2.76
H -2.41 -0.91 3.39
H -2.25 -3.32 2.02
H -0.48 -3.22 1.72
H -0.61 -0.82 3.29
H -1.60 -3.46 0.35
C 1.23 -1.85 -0.34
O 1.96 -2.76 -0.37
O 2.68 0.13 3.11
C 1.86 0.21 2.24
N 1.04 0.30 1.38
```

These are the Mulliken partial charges, in e, on atoms 1 to 5: I 0.176; I 0.154; Ru 0.113; P 0.945; C -1.288

The following is a quantum chemistry calculation of 13 unconnected molecules or ions with the total composition C16H25Cl24F8O2S at a distorted geometry, from the OMol25 dataset.

Charge: -1
LUMO energy: 0.0670 Ha
Orbital gap: 6.8 eV
Calculated total energy: -354206.729 eV

Geometry as XYZ:
```
76
C16H25Cl24F8O2S ωB97M-V/def2-TZVPD
O 2.05 -0.37 -0.69
S 0.69 -0.01 -0.47
O 0.59 0.82 0.70
F 0.28 0.92 -1.72
C -0.26 -1.45 -0.48
C -1.61 -1.28 0.10
F -1.69 -0.62 1.30
F -2.06 -2.54 0.36
C -2.67 -0.66 -0.89
F -2.12 -0.05 -1.91
F -3.38 -1.69 -1.41
C -3.70 0.27 -0.17
F -4.31 -0.29 0.81
F -4.66 0.65 -1.06
F -3.13 1.39 0.20
H 0.27 -2.14 0.19
C -6.85 -3.16 -1.00
Cl -6.01 -1.64 -1.33
Cl -6.11 -4.02 0.36
H -7.88 -2.94 -0.76
H -6.80 -3.78 -1.88
C -6.11 -7.75 1.48
Cl -5.03 -9.14 1.37
Cl -7.63 -8.03 0.61
H -6.34 -7.56 2.52
H -5.62 -6.89 1.05
C 1.66 -3.00 3.01
Cl 2.88 -1.93 2.31
Cl 0.47 -3.49 1.81
H 2.16 -3.88 3.40
H 1.15 -2.48 3.81
C -1.25 -6.61 3.60
Cl -1.41 -4.99 4.29
Cl -2.81 -7.25 3.06
H -0.58 -6.56 2.75
H -0.84 -7.27 4.36
C -3.88 4.27 0.53
Cl -2.84 4.48 1.94
Cl -3.89 5.71 -0.50
H -3.50 3.43 -0.05
H -4.89 4.07 0.87
C 5.04 -2.90 5.58
Cl 5.48 -4.31 4.61
Cl 3.32 -2.89 5.98
H 5.61 -2.91 6.50
H 5.26 -2.00 5.01
C -0.49 3.11 -3.85
Cl 0.64 4.23 -4.65
Cl -1.68 2.49 -5.00
H 0.07 2.28 -3.44
H -1.01 3.64 -3.06
C 5.63 -0.02 7.89
Cl 6.63 -1.38 8.43
Cl 3.92 -0.28 8.24
H 5.95 0.87 8.41
H 5.75 0.11 6.82
C 2.19 2.61 -7.39
Cl 3.36 1.29 -7.46
Cl 0.66 2.18 -8.17
H 1.99 2.85 -6.35
H 2.61 3.48 -7.89
C 5.42 5.56 -8.31
Cl 5.93 4.14 -9.21
Cl 3.70 5.48 -7.88
H 6.00 5.63 -7.40
H 5.58 6.44 -8.92
C 0.57 5.91 1.77
Cl 0.24 5.75 0.05
Cl 1.39 7.44 2.15
H -0.37 5.88 2.31
H 1.21 5.09 2.08
C 3.45 3.46 -1.98
Cl 2.44 2.77 -0.73
Cl 3.86 5.16 -1.65
H 4.37 2.89 -2.05
H 2.92 3.41 -2.92
```

These are the Mulliken partial charges, in e, on atoms 1 to 5: O -0.609; S 1.019; O -0.609; F -0.032; C -0.814

The following is a quantum chemistry calculation of a single C5H11N molecule at a distorted geometry, from the OMol25 dataset.

LUMO energy: 0.0417 Ha
Orbital gap: 9.2 eV
Energy relative to the best compared isomer or geometry (same formula, charge and spin): 48.0 kcal/mol
Calculated total energy: -6851.447 eV
SMILES: CCC/C=C/N

Geometry as XYZ:
```
17
C5H11N ωB97M-V/def2-TZVPD
C -1.32 0.58 1.35
C -1.45 -0.69 0.57
C -0.16 -1.26 -0.12
C 0.42 -0.23 -1.03
C 1.68 0.18 -0.87
N 2.24 1.23 -1.61
H -0.35 1.07 1.11
H -1.24 0.23 2.45
H -2.25 1.16 1.42
H -1.74 -1.56 1.33
H -2.29 -0.84 -0.02
H 0.63 -1.67 0.56
H -0.37 -2.20 -0.68
H -0.34 0.41 -1.43
H 2.16 -0.17 0.12
H 1.54 1.79 -2.09
H 2.85 1.96 -1.05
```

These are the Mulliken partial charges, in e, on atoms 1 to 5: C -0.925; C -0.619; C -0.537; C -0.432; C -0.115

The following is a quantum chemistry calculation of a molecular structure, C30H24IrN2O4PS, from the OMol25 dataset.

LUMO energy: -0.0040 Ha
Orbital gap: 7.4 eV
Energy relative to the best compared isomer or geometry (same formula, charge and spin): 3.4 kcal/mol
Calculated total energy: -65635.070 eV

Geometry as XYZ:
```
63
C30H24IrN2O4PS ωB97M-V/def2-TZVPD
Ir -0.13 -0.03 -0.81
C 1.83 -3.75 3.26
C 0.62 -3.07 3.18
C 0.18 -2.60 1.95
C 0.94 -2.80 0.80
C 2.15 -3.47 0.89
C 2.60 -3.94 2.12
P 0.35 -2.15 -0.78
C -0.83 -3.31 -1.46
C -1.55 -4.20 -0.66
C -2.47 -5.05 -1.24
C -2.69 -5.02 -2.61
C -1.98 -4.14 -3.41
C -1.05 -3.28 -2.84
C 1.67 -1.83 -1.95
C 2.68 -2.51 -2.63
C 3.46 -1.76 -3.49
C 3.22 -0.39 -3.65
C 2.20 0.26 -2.98
C 1.39 -0.46 -2.11
H 2.18 -4.11 4.22
H 0.03 -2.91 4.07
H -0.76 -2.06 1.88
H 2.76 -3.61 0.01
H 3.55 -4.46 2.19
H -1.37 -4.22 0.41
H -3.03 -5.75 -0.62
H -3.41 -5.69 -3.06
H -2.15 -4.11 -4.48
H -0.50 -2.58 -3.46
H 2.84 -3.57 -2.49
H 4.27 -2.23 -4.04
H 3.86 0.17 -4.33
H 2.06 1.32 -3.15
O -2.47 5.65 1.17
C -1.53 5.29 0.26
O -0.60 6.02 0.06
C -1.70 3.97 -0.41
C -0.64 3.52 -1.18
C -0.72 2.30 -1.85
C -1.86 1.50 -1.74
S -1.85 -0.15 -2.39
C -2.93 1.95 -0.95
C -2.85 3.17 -0.31
H -3.12 4.95 1.28
H 0.24 4.15 -1.27
H 0.08 1.98 -2.51
H -3.79 1.31 -0.82
H -3.71 3.49 0.27
C -3.60 1.08 3.73
N -2.33 1.00 3.02
C -1.15 1.25 3.64
C 0.04 1.14 3.02
C 0.00 0.76 1.64
O 1.01 0.57 0.90
N -1.18 0.54 1.03
C -2.38 0.58 1.67
O -3.46 0.31 1.17
H -3.43 1.53 4.71
H -4.04 0.09 3.84
H -4.29 1.70 3.16
H -1.22 1.54 4.68
H 0.98 1.34 3.52
```

These are the Mulliken partial charges, in e, on atoms 1 to 5: Ir 2.147; C -0.622; C -0.776; C -0.200; C 0.274

The following is a quantum chemistry calculation of 11 unconnected molecules or ions with the total composition C29H33F7N4O21 at a distorted geometry, from the OMol25 dataset.

LUMO energy: -0.0112 Ha
Orbital gap: 11.0 eV
Energy relative to the best compared isomer or geometry (same formula, charge and spin): 0.0 kcal/mol
Calculated total energy: -98589.434 eV
SMILES: O=C1OC[C@@H](F)O1.O=C1OC[C@@H](F)O1.O=C1OC[C@@H](F)O1.O=C1OC[C@@H](F)O1.O=C1OC[C@@H](F)O1.O=C1OC[C@@H](F)O1.O=C1OC[C@@H](F)O1.CC#N.CC#N.CC#N.CC#N

Geometry as XYZ:
```
94
C29H33F7N4O21 ωB97M-V/def2-TZVPD
C -4.33 3.46 -2.92
C -5.63 2.79 -3.42
O -5.92 1.85 -2.43
C -4.87 1.64 -1.63
O -4.73 0.75 -0.85
O -3.86 2.49 -2.00
F -5.31 2.13 -4.59
H -4.64 4.33 -2.34
H -3.70 3.63 -3.78
H -6.51 3.38 -3.65
C 4.33 2.32 -0.79
C 4.74 0.86 -0.66
O 4.67 0.62 0.72
C 4.70 1.82 1.38
O 4.88 1.87 2.56
O 4.56 2.81 0.54
F 6.02 0.63 -1.10
H 3.25 2.41 -0.92
H 4.91 2.88 -1.51
H 4.10 0.15 -1.19
C 3.05 -1.81 -4.90
C 3.47 -1.56 -3.45
O 2.25 -1.05 -2.92
C 1.54 -0.48 -3.91
O 0.58 0.21 -3.72
O 1.96 -0.89 -5.10
F 4.49 -0.67 -3.34
H 2.65 -2.78 -5.19
H 3.85 -1.50 -5.57
H 3.72 -2.50 -2.96
C -2.11 -1.85 2.23
C -2.12 -3.37 2.32
O -1.72 -3.57 3.66
C -1.03 -2.49 4.09
O -0.29 -2.46 5.02
O -1.24 -1.44 3.27
F -1.22 -3.97 1.49
H -3.14 -1.55 2.40
H -1.72 -1.46 1.29
H -3.10 -3.82 2.16
C 3.41 -2.11 1.04
C 3.16 -3.57 1.45
O 4.00 -4.30 0.62
C 4.30 -3.58 -0.47
O 4.81 -3.97 -1.47
O 3.90 -2.32 -0.29
F 1.84 -3.95 1.25
H 4.21 -1.77 1.70
H 2.54 -1.46 1.11
H 3.27 -3.71 2.52
C 1.23 0.58 3.88
C 2.08 1.02 5.07
O 2.73 -0.18 5.44
C 2.77 -0.99 4.39
O 3.31 -2.05 4.33
O 2.00 -0.48 3.35
F 1.20 1.39 6.07
H 1.10 1.40 3.17
H 0.23 0.20 4.08
H 2.80 1.82 4.89
C -0.87 2.16 -1.29
C -1.50 0.87 -0.74
O -0.42 0.24 -0.10
C 0.63 1.05 0.00
O 1.59 0.84 0.66
O 0.47 2.12 -0.80
F -1.95 0.11 -1.79
H -1.37 3.04 -0.89
H -0.85 2.17 -2.38
H -2.36 0.99 -0.09
C -2.34 -1.88 -4.33
C -2.20 -2.10 -5.78
N -2.08 -2.29 -6.90
H -1.47 -1.27 -4.08
H -2.35 -2.80 -3.77
H -3.19 -1.24 -4.11
C -4.21 4.54 1.02
C -5.24 3.94 1.87
N -6.04 3.51 2.57
H -4.62 5.13 0.21
H -3.58 3.72 0.67
H -3.59 5.17 1.66
C -0.35 -2.77 -1.13
C 0.10 -3.36 -2.39
N 0.49 -3.85 -3.36
H 0.39 -2.83 -0.34
H -1.29 -3.26 -0.88
H -0.63 -1.75 -1.40
C -2.13 2.52 5.03
C -1.94 2.05 3.66
N -1.79 1.67 2.59
H -1.29 2.14 5.61
H -3.03 2.05 5.44
H -2.37 3.57 5.17
```

These are the Mulliken partial charges, in e, on atoms 1 to 5: C -0.388; C 0.163; O -0.350; C 0.556; O -0.443

The following is a quantum chemistry calculation of a single C5H7OP molecule at a distorted geometry, from the OMol25 dataset.

LUMO energy (alpha / beta): 0.0384 / -0.0392 Ha
Expectation value of S²: 2.012
Orbital gap (alpha / beta): 8.7 / 7.4 eV
Energy relative to the best compared isomer or geometry (same formula, charge and spin): 26.0 kcal/mol
Calculated total energy: -16630.428 eV
2S+1: 3

Geometry as XYZ:
```
14
C5H7OP ωB97M-V/def2-TZVPD
C -0.55 -0.68 0.51
C -0.49 -1.91 1.06
C 0.10 -0.50 -0.82
C 1.52 -1.11 -0.80
C -1.12 0.56 1.27
O 0.05 -2.89 0.37
P 1.51 -2.94 -0.55
H -0.62 -0.93 -1.58
H 0.23 0.55 -1.09
H 2.12 -0.89 -1.72
H 1.92 -0.78 0.17
H -0.31 1.02 1.76
H -1.88 0.34 1.95
H -1.66 1.17 0.51
```

These are the Mulliken partial charges, in e, on atoms 1 to 5: C 0.662; C -0.190; C -0.629; C -0.789; C -1.245

The following is a quantum chemistry calculation of a molecular structure, C19H38Br2NO31S8 at a distorted geometry, from the OMol25 dataset.

Charge: -1
LUMO energy: 0.0634 Ha
Orbital gap: 7.4 eV
Energy relative to the best compared isomer or geometry (same formula, charge and spin): 82.0 kcal/mol
Calculated total energy: -312038.468 eV

Geometry as XYZ:
```
99
C19H38Br2NO31S8 ωB97M-V/def2-TZVPD
C -0.98 -2.91 -1.64
C -0.80 -1.46 -0.97
Br -1.89 -1.50 0.73
C 0.69 -1.10 -0.55
Br 1.36 -2.32 0.87
S 1.89 -0.98 -1.96
O 1.75 0.31 -2.73
O 1.70 -2.08 -2.97
N 3.45 -1.20 -1.31
S 3.94 0.12 -0.36
O 5.18 0.66 -1.01
O 2.91 1.18 -0.16
C 4.45 -0.41 1.37
O 4.02 0.59 2.32
C 3.13 0.07 3.31
O 2.23 1.15 3.67
C 0.91 0.92 3.12
C 0.16 2.33 2.83
O -1.22 2.00 2.47
H -2.01 -3.39 -1.50
H -0.16 -3.60 -1.25
H -0.76 -2.77 -2.76
H -1.29 -0.64 -1.60
H 0.65 -0.05 -0.08
H 4.10 -1.46 1.61
H 5.59 -0.40 1.37
H 2.52 -0.83 2.97
H 3.66 -0.25 4.28
H 0.31 0.30 3.88
H 0.94 0.38 2.12
H 0.66 2.74 1.89
H 0.23 3.05 3.71
H -1.55 1.29 3.07
C 10.20 -1.20 3.62
C 9.03 -0.33 3.20
O 8.10 -1.22 2.59
S 8.21 -2.67 3.31
O 7.17 -2.75 4.29
O 8.40 -3.66 2.31
O 9.61 -2.42 4.08
H 10.84 -1.43 2.77
H 10.79 -0.74 4.41
H 9.32 0.46 2.50
H 8.54 0.13 4.06
C 2.43 6.21 6.41
C 1.05 6.58 6.95
O 0.24 6.78 5.79
S 0.76 5.79 4.61
O -0.07 4.62 4.60
O 1.00 6.57 3.44
O 2.18 5.39 5.27
H 2.97 7.10 6.08
H 3.03 5.68 7.15
H 1.07 7.47 7.56
H 0.62 5.75 7.52
C 1.37 -8.16 -2.53
C 2.46 -7.13 -2.24
O 1.79 -5.87 -2.24
S 0.27 -6.08 -1.71
O 0.24 -5.74 -0.32
O -0.62 -5.52 -2.66
O 0.22 -7.69 -1.83
H 1.14 -8.18 -3.60
H 1.65 -9.16 -2.20
H 3.25 -7.14 -2.98
H 2.89 -7.28 -1.24
C -4.85 -2.22 -5.08
C -4.36 -0.96 -4.38
O -4.89 -1.04 -3.06
S -4.98 -2.58 -2.61
O -3.82 -2.89 -1.82
O -6.31 -2.86 -2.17
O -4.78 -3.25 -4.08
H -5.89 -2.12 -5.40
H -4.23 -2.48 -5.94
H -4.70 -0.06 -4.88
H -3.27 -0.95 -4.31
C -7.44 3.38 -3.67
C -8.55 2.34 -3.73
O -8.60 1.94 -5.10
S -7.12 2.02 -5.74
O -6.54 0.71 -5.69
O -7.17 2.80 -6.93
O -6.43 2.90 -4.56
H -7.79 4.35 -4.04
H -7.04 3.49 -2.67
H -9.51 2.74 -3.41
H -8.30 1.46 -3.13
C -2.49 2.92 -0.79
C -3.67 3.79 -1.20
O -4.60 2.88 -1.81
S -4.47 1.43 -1.09
O -5.50 1.33 -0.11
O -4.25 0.44 -2.09
O -3.06 1.70 -0.33
H -1.84 2.70 -1.64
H -1.90 3.38 0.00
H -3.39 4.57 -1.90
H -4.16 4.23 -0.33
```

These are the Mulliken partial charges, in e, on atoms 1 to 5: C -0.690; C -0.204; Br -0.189; C -0.753; Br 0.004

The following is a quantum chemistry calculation of a molecular structure, C26H22F9N5OSTc at a distorted geometry, from the OMol25 dataset.

LUMO energy (alpha / beta): -0.0161 / -0.0280 Ha
Expectation value of S²: 3.771
Orbital gap (alpha / beta): 6.5 / 6.0 eV
Energy relative to the best compared isomer or geometry (same formula, charge and spin): 19.2 kcal/mol
Calculated total energy: -74303.910 eV
2S+1: 4

Geometry as XYZ:
```
65
C26H22F9N5OSTc ωB97M-V/def2-TZVPD
Tc -1.20 -0.58 -0.05
C 0.15 1.45 -2.94
C -0.42 2.17 -1.74
N -1.62 1.61 -1.22
C -2.67 1.36 -2.22
C -3.00 2.56 -3.14
C -2.09 2.32 -0.03
C -1.17 2.31 1.12
N -0.71 0.95 1.45
C -0.29 0.78 2.74
C -0.33 -0.46 3.32
F -0.73 -1.56 2.65
C -0.01 -0.64 4.67
F -0.11 -1.83 5.24
C 0.52 0.37 5.47
C 0.63 1.58 4.84
F 1.31 2.57 5.47
C 0.31 1.81 3.50
F 0.66 3.00 3.05
H 1.23 1.67 -2.97
H -0.31 1.78 -3.88
H -0.02 0.39 -2.79
H -0.53 3.25 -2.05
H 0.38 2.07 -1.01
H -3.55 1.11 -1.62
H -2.53 0.41 -2.75
H -3.35 3.42 -2.56
H -3.82 2.22 -3.77
H -2.18 2.84 -3.78
H -3.04 1.88 0.25
H -2.30 3.34 -0.26
H -1.68 2.73 1.97
H -0.30 2.96 0.91
H 0.72 0.20 6.55
N -4.85 -2.10 -1.88
C -3.59 -1.82 -1.43
S -3.57 -0.83 0.00
N -2.60 -2.26 -2.13
N -1.34 -1.97 -1.61
C -0.42 -2.52 -2.31
C 0.99 -2.32 -2.14
C 1.75 -2.80 -3.15
C 3.14 -2.68 -3.26
C 3.87 -2.16 -2.23
C 3.17 -1.61 -1.12
C 1.72 -1.63 -1.06
O 1.04 -1.00 -0.05
H -5.62 -1.85 -1.31
H -4.85 -2.86 -2.53
H -0.69 -3.05 -3.17
H 1.26 -3.44 -3.95
H 3.55 -3.06 -4.19
H 4.93 -2.11 -2.10
H 3.73 -1.24 -0.28
F 1.34 -3.01 1.68
C 1.98 -1.91 1.93
C 1.76 -0.82 1.10
C 2.37 0.38 1.30
F 2.17 1.36 0.45
C 3.18 0.60 2.41
F 3.68 1.80 2.53
C 3.41 -0.43 3.22
F 4.30 -0.28 4.17
C 2.91 -1.71 2.95
F 3.33 -2.71 3.74
```

These are the Mulliken partial charges, in e, on atoms 1 to 5: Tc 0.109; C -1.334; C -0.360; N 1.637; C -0.739